1.
C23H27N4O6RuS3 as an isolated structure in a non-equilibrium geometry. Source: OMol25; level of theory: ωB97M-V with the def2-TZVPD basis set.

ORCA input file:
```
! wB97M-V def2-TZVPD RIJCOSX def2/J DEFGRID3
* xyz 1 5
Ru -0.377 -0.638 0.020
C 0.715 -3.990 -2.159
C 1.171 -3.307 -0.865
C 2.458 -3.967 -0.355
O 1.381 -1.925 -0.969
C 0.027 -3.569 0.114
O -0.160 -4.657 0.564
O -0.826 -2.577 0.321
H 1.538 -4.187 -2.864
H 0.094 -3.247 -2.663
H 0.209 -4.935 -1.956
H 3.276 -4.069 -1.072
H 2.343 -4.929 0.158
H 3.003 -3.319 0.353
H 1.085 -1.617 -1.850
N -2.779 -1.017 -0.298
N -2.874 -1.491 -1.598
C -1.805 -1.312 -2.427
O -1.845 -1.748 -3.553
O -0.769 -0.557 -1.891
H -2.865 -1.654 0.482
H -3.267 -0.139 -0.104
H -3.432 -2.329 -1.709
O 0.529 0.947 -0.287
C -0.036 2.153 -0.781
C 0.641 3.291 -0.054
C 0.066 4.341 0.562
C 1.054 5.239 1.066
C 2.327 4.866 0.869
S 2.387 3.329 0.056
C -1.516 2.187 -0.449
C -2.568 2.597 -1.189
C -3.806 2.499 -0.485
C -3.667 2.043 0.780
S -1.989 1.841 1.153
C 0.270 2.296 -2.303
C 1.137 1.550 -3.081
C 1.333 2.113 -4.350
C 0.661 3.271 -4.527
S -0.292 3.655 -3.162
H -1.014 4.521 0.561
H 0.805 6.174 1.548
H 3.266 5.413 1.118
H -2.494 2.922 -2.217
H -4.736 2.777 -0.956
H -4.371 1.995 1.635
H 1.620 0.624 -2.761
H 1.825 1.567 -5.143
H 0.483 3.777 -5.465
C -0.015 -2.901 5.063
C 0.298 -1.868 4.033
C 1.272 -0.909 4.027
C 1.171 -0.250 2.778
N 0.224 -0.869 2.051
N -0.323 -1.763 2.868
C 1.942 0.870 2.205
H -1.071 -2.968 5.079
H 0.444 -2.669 6.003
H 0.392 -3.875 4.741
H 2.029 -0.656 4.780
H -0.949 -2.448 2.434
H 2.795 1.123 2.807
H 1.315 1.742 2.135
H 2.262 0.631 1.178
*
```

- relative energy (zero: lowest compared OMol25 entry of this formula, charge and spin) (kJ/mol) = 0.0
- ⟨S²⟩ = 6.018
- Kohn-Sham gap (alpha / beta) (eV) = 7.67 / 5.43
- DFT total energy (eV) = -77613.8592

---

2.
C23H27N4OPdS2 as an isolated structure. Source: OMol25; level of theory: ωB97M-V with the def2-TZVPD basis set.

ORCA input file:
```
! wB97M-V def2-TZVPD RIJCOSX def2/J DEFGRID3
* xyz 1 1
Pd 0.460 -1.974 -2.286
S 1.348 -1.567 -0.252
C 0.914 0.020 0.101
N 1.564 0.753 0.986
C 1.096 2.096 1.330
C -0.405 2.092 1.362
N -0.903 1.618 0.073
C -2.116 2.284 -0.421
C -1.819 3.702 -0.841
C -2.415 4.772 -0.186
C -2.126 6.077 -0.567
C -1.235 6.315 -1.600
C -0.634 5.248 -2.258
C -0.926 3.947 -1.883
C -0.282 0.650 -0.586
S -0.758 0.107 -2.088
C 2.783 0.309 1.678
C 2.506 0.037 3.136
C 3.131 0.787 4.123
C 2.864 0.542 5.464
C 1.966 -0.451 5.821
C 1.336 -1.203 4.836
C 1.606 -0.963 3.499
H 1.469 2.814 0.594
H 1.498 2.348 2.310
H -0.780 3.102 1.515
H -0.776 1.449 2.165
H -2.842 2.274 0.395
H -2.514 1.694 -1.242
H -3.116 4.586 0.620
H -2.600 6.904 -0.055
H -1.010 7.330 -1.898
H 0.055 5.432 -3.071
H -0.469 3.115 -2.407
H 3.518 1.108 1.571
H 3.159 -0.574 1.167
H 3.837 1.561 3.846
H 3.360 1.126 6.228
H 1.758 -0.643 6.865
H 0.641 -1.984 5.114
H 1.125 -1.560 2.732
N -0.248 -4.308 -5.601
C 0.091 -3.757 -4.435
O -0.134 -2.550 -4.225
C 0.713 -4.593 -3.362
C 1.516 -3.685 -2.432
H -0.693 -3.740 -6.303
H -0.047 -5.270 -5.803
H 1.305 -5.410 -3.785
H -0.123 -5.038 -2.818
H 2.456 -3.377 -2.899
H 1.740 -4.186 -1.492
C -3.831 -5.132 -0.211
C -2.777 -4.428 -0.934
N -1.948 -3.872 -1.502
H -4.803 -4.738 -0.501
H -3.696 -4.999 0.860
H -3.793 -6.194 -0.445
*
```

- relative energy (zero: lowest compared OMol25 entry of this formula, charge and spin) (kJ/mol) = 0.0
- Kohn-Sham gap (eV) = 7.37
- DFT total energy (eV) = -57443.5317

---

no.,molecular weight (Da)
1,652.8
2,546.1